{"formula": "C5H9NO3", "method": "the ωB97M-V functional and the def2-TZVPD basis", "smiles": "C=CC(C)=O.NC(=O)O", "e_above_lowest_kcal_mol": 64.50, "total_charge": 0, "homo_energy_ev": -9.758, "e_tot_ev": -12961.9093, "largest_force_ev_per_a": 5.20, "elements": ["C", "C", "C", "C", "O", "H", "H", "H", "H", "H", "H", "N", "C", "O", "O", "H", "H", "H"], "positions_angstrom": [[-2.4059, 0.5606, -0.4732], [-1.3914, -0.1971, -0.8865], [-0.6170, -1.2091, 0.0726], [-0.7480, -0.9826, 1.5432], [-0.0672, -2.1365, -0.4793], [-3.3175, 0.6584, -1.0445], [-2.4130, 1.0067, 0.5100], [-1.4291, -0.6018, -1.8930], [-0.3320, -0.0047, 1.7886], [-1.7944, -0.9753, 1.8341], [-0.1686, -1.7321, 2.0798], [2.7061, 1.4766, -0.7339], [1.5739, 0.8758, -0.2317], [0.8694, 1.4746, 0.5484], [1.8834, -0.5108, -0.0715], [2.9016, 2.4209, -0.4497], [3.2917, 0.9665, -1.3729], [1.4581, -1.0901, -0.7406]], "atomic_forces_ev_per_a": [[0.26, -0.24, 0.35], [-0.27, -1.99, 0.97], [-1.02, 1.84, -1.46], [0.48, -0.18, 0.10], [-0.43, -0.28, 0.41], [0.26, 0.69, -0.51], [-0.12, -0.24, 0.30], [0.13, -0.02, -0.08], [-0.05, 0.03, -0.17], [-0.08, -0.19, 0.05], [-0.21, -0.10, 0.02], [-0.97, -0.17, -0.95], [3.90, -0.11, 3.44], [-1.00, -0.50, -1.30], [-1.07, 0.87, -1.53], [-0.14, 0.04, -0.42], [0.12, 0.21, 0.23], [0.21, 0.34, 0.55]]}